[1]
Entry from the OMol25 dataset: one molecule with the formula C19H25N3O4 in a non-equilibrium geometry (ωB97M-V with the def2-TZVPD basis set).

As for the net charge: 0. The molecular weight is 359.4 g/mol. The calculation puts the total energy at -1204.1830 Eh. The energy above the lowest of the compared OMol25 structures with the same formula, charge and spin comes out at 396.2 kJ/mol. As for the structure (SMILES): COCC[C@H]1CCCCN1C(=O)c1cc(COc2ccc(C)nc2)on1.

Last column: Mulliken charge in e.
Element x y z (Å)
C: -2.99657 -1.89342 2.47594  -0.77
O: -3.38188 -0.62320 2.02244  -0.32
C: -4.56218 -0.63221 1.24896  -0.82
C: -4.67642 0.70599 0.52238  -0.90
H: -4.39767 1.49213 1.22306  0.33
H: -5.71126 0.86499 0.21745  0.52
C: -3.79439 0.74944 -0.73502  -0.45
N: -2.42525 0.34596 -0.45614  0.44
C: -2.01876 -0.86413 -0.86543  0.92
O: -2.71726 -1.64045 -1.50027  -0.68
C: -0.60832 -1.25604 -0.57219  0.49
N: -0.13105 -1.46826 0.62684  -0.27
O: 1.13813 -1.90956 0.48758  -0.29
C: 1.44895 -1.96596 -0.81514  0.01
C: 0.36940 -1.56819 -1.55189  -0.64
H: 0.26952 -1.50171 -2.61396  0.49
C: 2.82594 -2.40173 -1.20866  -0.51
O: 3.81834 -1.98290 -0.30320  -0.46
C: 3.96451 -0.64620 -0.06479  0.57
C: 4.85278 -0.28850 0.95234  -0.55
C: 5.04032 1.04557 1.23948  -0.51
C: 4.33632 2.00427 0.50886  0.40
N: 3.50272 1.66010 -0.45854  -0.49
C: 3.31968 0.38181 -0.74372  -0.17
H: 2.62554 0.19572 -1.55211  0.52
C: 4.49169 3.46684 0.78599  -1.25
H: 5.53276 3.76533 0.67611  0.33
H: 3.87999 4.03439 0.09149  0.31
H: 4.18107 3.69317 1.80472  0.32
H: 5.71948 1.34881 2.02178  0.39
H: 5.36947 -1.06732 1.49121  0.46
H: 2.88789 -3.49575 -1.19488  0.32
H: 3.03494 -2.05010 -2.22850  0.33
C: -1.62762 1.28135 0.30277  -0.81
H: -0.62284 0.88287 0.43172  0.59
C: -1.57651 2.62986 -0.41390  -0.73
C: -2.99141 3.15455 -0.63164  -0.62
C: -3.80140 2.12425 -1.41365  -1.07
H: -4.83336 2.45835 -1.52936  0.38
H: -3.36813 2.01965 -2.41098  0.39
H: -3.46144 3.34989 0.33334  0.32
H: -2.96427 4.09550 -1.18436  0.38
H: -0.99226 3.33170 0.18203  0.37
H: -1.07880 2.50825 -1.37868  0.30
H: -2.07211 1.39280 1.29596  0.19
H: -4.18337 0.00312 -1.43810  0.53
H: -5.43502 -0.78704 1.90420  0.57
H: -4.53355 -1.45444 0.52009  0.33
H: -2.04891 -1.76154 2.99263  0.23
H: -3.74237 -2.31496 3.16252  0.31
H: -2.85530 -2.58499 1.63738  0.31

Forces on atoms 1 to 3 (eV/Å):
0.001 -0.136 0.086
-0.043 0.291 -0.061
-0.265 0.111 0.015

[2]
Entry from the OMol25 dataset: one molecule with the formula H4N2O3Si in a non-equilibrium geometry (ωB97M-V with the def2-TZVPD basis set).

As for the net charge: 0. The molecular weight is 108.1 g/mol. The calculation puts the total energy at -627.0948 Eh. The energy above the lowest of the compared OMol25 structures with the same formula, charge and spin comes out at 62.5 kJ/mol. As for the structure (SMILES): N[Si@H](O)[N+](=O)[O-].

Last column: Mulliken charge in e.
Element x y z (Å)
N: 0.91804 -0.05755 -1.31058  -0.43
N: -1.39494 0.35557 0.23811  0.68
O: -1.99498 -0.35233 1.17706  -0.60
O: -1.93947 0.97927 -0.70101  -0.50
O: 0.49913 -1.08472 1.20699  -0.38
Si: 0.56206 0.25364 0.32975  0.41
H: 0.77139 0.48652 -2.21053  0.26
H: 1.71534 -0.79831 -1.37802  0.24
H: -0.28007 -1.25716 1.64067  0.38
H: 1.14349 1.47505 1.00756  -0.05

Forces on atoms 1 to 3 (eV/Å):
2.139 -1.091 -0.865
-1.509 -0.348 0.978
1.274 2.804 -3.654

[3]
Entry from the OMol25 dataset: C54H114N6O18 as an isolated structure in a non-equilibrium geometry (ωB97M-V with the def2-TZVPD basis set).

As for the net charge: 0. The molecular weight is 1135.5 g/mol. The calculation puts the total energy at -3808.0392 Eh. The energy above the lowest of the compared OMol25 structures with the same formula, charge and spin comes out at 1100.7 kJ/mol.

Last column: Mulliken charge in e.
Element x y z (Å)
C: -1.98080 -18.23487 32.25548  -1.39
C: -1.21614 -18.88853 33.44138  -0.36
C: 0.31813 -18.87147 33.24402  -0.79
N: 1.21904 -19.08351 34.50758  0.11
C: 1.32953 -17.73865 35.27908  -1.00
C: 0.73025 -20.20153 35.46755  -0.64
C: 2.03653 -20.87265 36.03942  -0.65
C: 3.24840 -20.22738 35.45629  -0.68
C: 2.74203 -19.51448 34.19344  -0.49
H: -1.79708 -18.65459 31.26644  0.35
H: -1.83593 -17.15883 32.35158  0.35
H: -3.06619 -18.22001 32.35463  0.41
H: -1.53185 -19.90053 33.69493  0.42
H: -1.56208 -18.37842 34.34039  0.33
H: 0.83552 -18.06591 32.72298  0.50
H: 0.68580 -19.68144 32.61405  0.43
H: 1.87937 -17.01820 34.67350  0.39
H: 1.72009 -17.89618 36.28443  0.40
H: 0.38373 -17.20179 35.35206  0.35
H: -0.04438 -19.86276 36.15552  0.46
H: 0.23579 -20.95095 34.84951  0.34
H: 1.99907 -21.00804 37.12033  0.35
H: 1.98443 -21.84723 35.55404  0.31
H: 3.77320 -19.55496 36.13490  0.34
H: 4.04943 -20.94356 35.27309  0.41
H: 3.42070 -18.66729 34.09453  0.31
H: 2.77008 -20.05015 33.24457  0.45
C: -3.94036 1.54389 39.75395  -1.46
C: -3.90912 0.18513 39.06279  -0.23
C: -3.49421 0.11954 37.56610  -0.66
N: -3.11483 -1.30961 37.03682  0.06
C: -4.38631 -2.23462 36.95546  -0.87
C: -1.94665 -1.96868 37.78862  -0.70
C: -1.25565 -2.83393 36.77333  -0.49
C: -1.66856 -2.37349 35.37785  -0.74
C: -2.48300 -1.10783 35.66009  -0.58
H: -4.27222 1.37641 40.77860  0.39
H: -4.65219 2.31622 39.46254  0.37
H: -2.96057 2.00970 39.85937  0.35
H: -4.91280 -0.22449 39.17659  0.34
H: -3.29886 -0.47310 39.68117  0.31
H: -2.64429 0.75068 37.30648  0.35
H: -4.36504 0.47491 37.01521  0.46
H: -5.14687 -1.54889 36.58203  0.31
H: -4.59963 -2.54498 37.97833  0.37
H: -4.18133 -3.09506 36.31849  0.41
H: -2.41687 -2.46191 38.63932  0.46
H: -1.32709 -1.10897 38.04388  0.35
H: -1.65202 -3.82788 36.98081  0.30
H: -0.16919 -2.75253 36.80628  0.35
H: -2.12452 -3.15270 34.76710  0.35
H: -0.80133 -2.04693 34.80396  0.34
H: -3.19161 -0.88501 34.86239  0.40
H: -1.76088 -0.29821 35.76574  0.43
C: 1.09263 -13.68348 19.10384  -1.44
C: -0.19283 -14.37757 18.98345  -0.16
C: -0.04955 -15.90913 18.83806  -0.75
N: -1.44849 -16.69669 18.72236  0.16
C: -2.36649 -16.21337 17.62056  -1.17
C: -2.23264 -16.78169 20.03568  -0.81
C: -2.95706 -18.14234 20.23053  -0.63
C: -1.90323 -18.98443 19.58788  -0.75
C: -1.23920 -18.25181 18.48050  -0.34
H: 0.97887 -12.60013 19.06499  0.37
H: 1.71384 -14.03103 18.27837  0.34
H: 1.70173 -13.76596 20.00400  0.36
H: -0.71458 -13.98957 18.10861  0.29
H: -0.83385 -14.25412 19.85634  0.36
H: 0.41235 -16.33023 19.73104  0.38
H: 0.47055 -16.25114 17.94329  0.51
H: -2.60651 -15.22985 18.02449  0.49
H: -3.21285 -16.88936 17.49873  0.43
H: -1.81779 -16.26336 16.68007  0.35
H: -2.93271 -15.95022 20.11727  0.47
H: -1.43473 -16.67644 20.77077  0.47
H: -3.80548 -18.22924 19.55175  0.29
H: -3.29800 -18.40143 21.23289  0.38
H: -2.44166 -19.84158 19.18354  0.31
H: -1.25352 -19.44739 20.33061  0.42
H: -1.48597 -18.41241 17.43101  0.39
H: -0.17482 -18.43097 18.63244  0.27
C: -3.12039 -13.68095 26.65269  -1.45
C: -1.67315 -13.22026 26.64869  -0.31
C: -1.61589 -11.77312 27.17933  -0.71
N: -0.13085 -11.29019 27.32233  0.06
C: 0.71895 -11.41903 26.08658  -0.90
C: -0.16790 -9.82874 27.88463  -0.50
C: 0.94050 -9.72529 28.90305  -0.54
C: 1.50554 -11.12704 29.07423  -0.63
C: 0.44453 -12.04816 28.47174  -0.81
H: -3.62434 -12.99936 25.96745  0.39
H: -3.67093 -13.61028 27.59078  0.36
H: -3.23785 -14.68019 26.23339  0.37
H: -1.38895 -13.25989 25.59714  0.28
H: -1.01842 -13.92213 27.16522  0.39
H: -2.10288 -11.66602 28.14859  0.42
H: -1.82678 -11.04885 26.39253  0.54
H: 0.26543 -10.77710 25.33136  0.43
H: 0.59060 -12.43498 25.71315  0.33
H: 1.76849 -11.13249 26.15329  0.36
H: -0.04352 -9.11144 27.07339  0.39
H: -1.10706 -9.73154 28.42928  0.32
H: 1.69002 -8.97821 28.64194  0.33
H: 0.51143 -9.31859 29.81879  0.32
H: 2.45746 -11.12610 28.54325  0.34
H: 1.69113 -11.42986 30.10474  0.39
H: 0.71091 -13.02668 28.07219  0.45
H: -0.22327 -12.23784 29.31207  0.42
C: -9.60984 -9.20843 26.46510  -1.52
C: -9.27735 -7.91586 27.14244  -0.03
C: -7.80729 -7.60975 27.41925  -0.73
N: -7.50143 -6.14233 27.78618  0.14
C: -8.44605 -5.79113 28.96939  -1.03
C: -7.77911 -5.27948 26.50673  -0.72
C: -6.94899 -4.01540 26.67461  -0.55
C: -5.98231 -4.26405 27.88319  -0.79
C: -6.04371 -5.78967 28.15206  -0.62
H: -9.76625 -10.03687 27.15597  0.35
H: -8.94217 -9.47021 25.64425  0.40
H: -10.56075 -9.11212 25.94106  0.38
H: -9.94272 -7.86860 28.00450  0.30
H: -9.63577 -7.20984 26.39333  0.20
H: -7.18174 -7.80532 26.54830  0.43
H: -7.43179 -8.09775 28.31866  0.43
H: -8.30456 -4.75516 29.27737  0.40
H: -8.36830 -6.39823 29.87133  0.41
H: -9.49735 -5.75806 28.68345  0.35
H: -8.82672 -5.09450 26.26925  0.35
H: -7.47574 -5.91182 25.67234  0.50
H: -7.57383 -3.17055 26.96424  0.27
H: -6.50346 -3.72050 25.72453  0.43
H: -6.26664 -3.74396 28.79794  0.32
H: -4.97395 -3.90160 27.68337  0.42
H: -5.92359 -6.16532 29.16821  0.46
H: -5.34420 -6.20314 27.42555  0.43
C: 2.86510 -1.88100 26.73899  -1.42
C: 2.90491 -1.65652 25.24532  -0.35
C: 4.16776 -0.99410 24.69935  -0.81
N: 4.12301 -0.50990 23.27460  0.22
C: 2.94002 0.41123 22.96183  -1.04
C: 5.41390 0.30688 23.02066  -0.48
C: 6.35807 -0.84517 22.52684  -0.64
C: 5.60128 -2.06871 22.10230  -0.55
C: 4.14542 -1.68062 22.31090  -0.63
H: 2.20966 -2.70241 27.02845  0.38
H: 2.72435 -0.95345 27.29393  0.35
H: 3.87506 -2.20841 26.98572  0.37
H: 1.94032 -1.35571 24.83646  0.34
H: 2.92890 -2.60279 24.70486  0.33
H: 5.04070 -1.62356 24.87210  0.50
H: 4.25217 -0.07194 25.27432  0.38
H: 2.98160 0.85767 21.96832  0.41
H: 2.89884 1.12272 23.78657  0.41
H: 2.01417 -0.14462 23.10994  0.40
H: 5.23193 1.09639 22.29151  0.37
H: 5.72829 0.74225 23.96919  0.32
H: 6.95576 -0.43491 21.71288  0.38
H: 7.03566 -0.93418 23.37599  0.33
H: 5.77981 -2.35834 21.06677  0.35
H: 5.81375 -2.93023 22.73534  0.31
H: 3.78281 -1.42319 21.31574  0.42
H: 3.46460 -2.44838 22.67851  0.35
O: -3.66159 -5.29075 21.36098  -0.45
C: -2.65494 -5.26098 22.24124  0.64
O: -2.50389 -6.24782 23.06669  -0.77
O: -1.86383 -4.28711 22.33301  -0.76
H: -4.11401 -6.06762 21.69769  0.34
O: 5.48880 -6.74082 26.29167  -0.43
C: 6.71075 -6.76046 26.80506  0.65
O: 7.42928 -7.80648 26.66908  -0.76
O: 7.12733 -5.77024 27.43284  -0.73
H: 5.41034 -5.78555 26.34547  0.27
O: -7.98726 -19.74502 27.76414  -0.51
C: -8.70971 -20.04291 26.72697  0.69
O: -8.13163 -20.67251 25.86645  -0.73
O: -9.89869 -19.59841 26.60479  -0.81
H: -7.39954 -20.28100 27.22661  0.36
O: -4.17202 -10.63656 34.98037  -0.46
C: -4.30711 -9.79229 34.01532  0.72
O: -3.21252 -9.35140 33.54817  -0.82
O: -5.43578 -9.42704 33.57639  -0.77
H: -3.22794 -10.58063 34.81552  0.33
O: 3.24023 -20.81328 26.00079  -0.44
C: 2.45827 -19.69760 25.93176  0.63
O: 2.32587 -18.96607 26.90806  -0.71
O: 1.77837 -19.54039 24.84509  -0.77
H: 3.31672 -20.69839 26.95082  0.29
O: -4.30338 -10.32828 21.44438  -0.48
C: -5.61205 -10.22882 21.13190  0.65
O: -6.17646 -9.27812 21.56802  -0.71
O: -6.09034 -11.12172 20.44934  -0.76
H: -4.17753 -9.68210 22.14311  0.30

Forces on atoms 1 to 3 (eV/Å):
-0.231 0.228 0.645
-0.091 0.190 0.068
1.598 -1.025 0.189

[4]
Entry from the OMol25 dataset: a 3-piece molecular cluster, C25H42F6N2O5P overall in a non-equilibrium geometry (ωB97M-V with the def2-TZVPD basis set).

As for the net charge: +1. The molecular weight is 595.6 g/mol. The calculation puts the total energy at -2403.7671 Eh.

Last column: Mulliken charge in e.
Element x y z (Å)
C: 5.27295 -6.83164 -0.74426  -1.03
C: 5.00408 -5.47358 -1.52570  -0.46
C: 4.78198 -4.29666 -0.47019  -0.60
C: 4.14223 -3.07396 -1.26355  -0.06
C: 5.12602 -1.85038 -1.51321  -0.70
C: 4.42979 -0.44227 -1.22183  -0.95
C: 3.08442 -0.23185 -2.01722  -0.31
C: 2.00724 0.66560 -1.27545  -1.26
C: 0.82081 -0.13833 -0.62151  -0.65
C: -0.25759 -0.65018 -1.63194  0.94
C: 0.00280 -0.70589 -3.07986  -0.47
C: -1.02884 -1.23202 -4.02766  -0.82
C: -2.31586 -1.64341 -3.44209  -0.55
C: -2.52238 -1.56632 -1.97629  0.56
C: -3.93106 -2.02900 -1.45558  -0.96
C: -4.04277 -3.59800 -1.61856  -0.34
C: -5.54574 -4.07829 -1.43069  -0.60
N: -5.86299 -4.17408 0.02264  -0.59
N: -1.50494 -1.10127 -1.12816  0.25
P: -1.80521 -1.07260 0.63075  0.17
O: -2.49011 0.23677 0.91075  -0.51
H: 4.66237 -6.82757 0.19994  0.30
H: 5.04180 -7.73164 -1.38499  0.32
H: 6.35834 -6.84732 -0.42275  0.26
H: 5.87554 -5.16241 -2.17166  0.25
H: 4.10091 -5.61276 -2.19481  0.32
H: 5.76061 -3.94865 -0.05070  0.27
H: 4.03567 -4.61800 0.30626  0.36
H: 3.79460 -3.42559 -2.28091  0.26
H: 3.21094 -2.67646 -0.74948  -0.19
H: 6.03873 -1.94368 -0.85003  0.42
H: 5.45377 -1.87388 -2.59682  0.26
H: 5.17182 0.33722 -1.58032  0.35
H: 4.33557 -0.25673 -0.10716  0.35
H: 3.35174 0.29665 -2.98528  0.34
H: 2.57154 -1.18613 -2.32621  0.26
H: 1.60290 1.51125 -1.90694  0.35
H: 2.54765 1.17705 -0.41996  0.48
H: 1.16055 -1.04304 -0.02722  0.38
H: 0.34534 0.55232 0.14477  0.52
H: 0.96628 -0.37349 -3.53570  0.31
H: -0.86610 -1.32113 -5.12631  0.41
H: -3.15181 -2.03609 -4.07946  0.40
H: -4.67847 -1.57836 -2.17820  0.36
H: -4.18974 -1.63905 -0.43796  0.40
H: -3.31670 -4.19165 -1.00426  0.28
H: -3.78665 -3.82234 -2.70261  0.32
H: -6.24441 -3.34263 -1.91355  0.33
H: -5.67476 -5.07802 -1.93988  0.38
H: -6.61198 -3.49926 0.19180  0.25
H: -6.27686 -5.08898 0.21549  0.24
H: -0.60371 -1.14998 1.38265  0.18
H: -2.67916 -2.15340 0.99699  0.20
C: -3.29664 2.27064 3.03700  -0.98
C: -3.09115 3.51054 3.88340  -0.10
O: -2.42703 3.19315 5.12192  -0.31
C: -1.11546 2.95733 5.03785  0.33
O: -0.47919 2.99097 4.01980  -0.50
C: -0.53112 2.66950 6.42069  0.89
F: -1.24847 1.75280 7.09552  -0.25
F: -0.49797 3.77687 7.18355  -0.26
F: 0.72510 2.20491 6.35555  -0.24
H: -3.83736 1.50762 3.60201  0.34
H: -3.85730 2.50859 2.13306  0.40
H: -2.34571 1.82944 2.74130  0.19
H: -4.05995 3.93466 4.15014  0.32
H: -2.54047 4.28371 3.34233  0.19
C: 0.88556 4.73908 1.17330  -1.02
C: 0.77480 6.21783 1.48444  -0.31
O: 0.21977 6.94242 0.37353  -0.31
C: -1.10081 6.81641 0.19736  0.34
O: -1.82156 6.15462 0.89170  -0.50
C: -1.56694 7.65682 -0.99129  0.89
F: -0.80775 7.45616 -2.08516  -0.25
F: -1.51465 8.97246 -0.71712  -0.25
F: -2.83041 7.38329 -1.34331  -0.24
H: 1.46329 4.58359 0.25856  0.33
H: 1.36699 4.20691 1.99437  0.39
H: -0.09667 4.29291 1.00687  0.27
H: 1.77004 6.62843 1.65875  0.34
H: 0.18990 6.39945 2.38878  0.31

Forces on atoms 1 to 3 (eV/Å):
0.573 0.659 -0.313
0.117 -0.238 1.049
-0.946 0.290 -1.808

| no. | HOMO level (eV) |
| --- | --- |
| 1 | -8.846 |
| 2 | -10.363 |
| 3 | -4.336 |
| 4 | -12.440 |